# C2HCl3O2

C2HCl3O2 as an isolated structure at a distorted geometry (ωB97M-V with the def2-TZVPD basis set, the OMol25 dataset).

Element x y z (Å)
C 0.216 -1.416 0.008
C 0.066 0.216 -0.062
H -1.687 -1.648 -0.103
O -0.890 -2.142 -0.107
O 1.278 -1.906 0.096
Cl -0.847 0.556 1.470
Cl 1.479 1.133 -0.009
Cl -0.815 0.736 -1.431

Atomic forces in eV per Å
C -0.15 1.79 -0.81
C -1.15 -1.80 1.52
H -1.26 1.05 -0.01
O 0.93 -0.68 0.08
O 1.24 -0.43 0.26
Cl -0.30 0.00 -0.08
Cl 1.92 0.13 0.20
Cl -1.23 -0.06 -1.17

Computed properties:
LUMO level: 0.44 eV
ΔE to the lowest compared entry with this formula, charge and spin: 34.2 kJ/mol
Orbital gap: 11.43 eV
HOMO level: -10.99 eV

***

# C4H12N3O

An isolated ion of composition C4H12N3O and charge +1 at a distorted geometry (ωB97M-V with the def2-TZVPD basis set, the OMol25 dataset).

Element x y z (Å)
N -0.653 -2.734 -0.848
C -0.729 -1.447 -1.319
O -1.700 -1.148 -1.987
C 0.254 -0.342 -0.848
N -0.132 1.001 -1.271
C 0.645 -0.352 0.667
C 0.010 0.624 1.581
N 0.434 2.024 1.133
H 0.110 -3.040 -0.268
H -1.569 -3.137 -0.738
H 1.146 -0.573 -1.416
H 0.323 1.468 -2.044
H -1.126 1.052 -1.485
H 0.380 -1.343 1.092
H 1.741 -0.329 0.825
H -1.096 0.743 1.542
H 0.294 0.519 2.635
H 0.495 1.953 0.064
H 1.355 2.226 1.517
H -0.182 2.835 1.170

Atomic forces in eV per Å
N 0.87 0.99 0.13
C -1.87 0.12 0.75
O 0.49 0.64 -0.06
C 1.11 0.03 -0.54
N -0.92 0.66 0.30
C 0.30 -2.23 0.04
C -1.86 2.32 0.28
N 1.28 0.14 -1.05
H -0.19 -0.14 0.05
H 0.14 -0.50 -0.18
H 0.56 -0.19 0.09
H 0.38 -0.84 -0.27
H -0.05 -0.23 0.05
H 0.09 0.44 -0.26
H -0.40 0.26 -0.37
H 0.61 -0.92 -0.04
H -0.02 -0.13 -0.38
H -0.17 -0.61 0.34
H -0.10 0.45 0.02
H -0.28 -0.24 1.11

Computed properties:
LUMO level: -3.24 eV
ΔE to the lowest compared entry with this formula, charge and spin: 87.6 kJ/mol
Orbital gap: 10.35 eV
HOMO level: -13.59 eV
SMILES: NC(=O)[C@@H](N)CC[NH3+]
Charge: +1

***

# C3H5NO2

One molecule with the formula C3H5NO2 (ωB97M-V with the def2-TZVPD basis set, the OMol25 dataset).

Element x y z (Å)
H -1.584 1.971 -0.035
N -0.590 1.875 0.178
C -0.128 0.811 -0.307
C 1.200 0.188 0.052
O 0.834 -1.181 0.224
C -0.548 -1.229 0.019
O -0.828 -0.196 -0.953
H 1.938 0.251 -0.754
H 1.592 0.609 0.978
H -0.817 -2.254 -0.247
H -1.125 -0.900 0.892

Atomic forces in eV per Å
H 0.07 0.06 -0.17
N 0.11 -0.20 -0.58
C 0.04 0.29 0.37
C 0.19 0.17 0.06
O 0.12 -0.09 0.09
C -0.28 -0.12 0.00
O -0.22 -0.27 0.43
H -0.10 0.12 0.13
H 0.00 0.00 -0.10
H -0.11 0.41 -0.54
H 0.18 -0.37 0.33

Computed properties:
LUMO level: 0.96 eV
ΔE to the lowest compared entry with this formula, charge and spin: 187.8 kJ/mol
Orbital gap: 11.46 eV
HOMO level: -10.50 eV
SMILES: [H]/N=C1/COCO1

***

# C29H27N5NiO2S

C29H27N5NiO2S as an isolated structure (ωB97M-V with the def2-TZVPD basis set, the OMol25 dataset).

Element x y z (Å)
Ni 0.179 -0.203 0.432
O 0.947 1.612 0.186
C 0.460 2.671 0.738
C 1.335 3.729 1.108
C 0.872 4.921 1.611
C -0.499 5.154 1.779
C -1.373 4.144 1.450
C -0.931 2.903 0.969
C -1.933 1.904 0.658
N -1.679 0.670 0.483
C -2.693 -0.250 0.001
C -2.132 -0.879 -1.273
N -0.751 -1.265 -1.010
C -0.215 -2.185 -1.726
C 1.143 -2.634 -1.626
C 1.571 -3.588 -2.570
C 2.838 -4.107 -2.556
C 3.723 -3.676 -1.553
C 3.340 -2.758 -0.612
C 2.038 -2.189 -0.607
O 1.742 -1.331 0.314
H 2.397 3.555 0.980
H 1.583 5.693 1.881
H -0.859 6.101 2.158
H -2.442 4.296 1.568
H -2.967 2.258 0.559
H -2.846 -1.025 0.758
H -3.647 0.251 -0.191
H -2.737 -1.733 -1.587
H -2.141 -0.138 -2.079
H -0.832 -2.690 -2.474
H 0.866 -3.898 -3.334
H 3.152 -4.831 -3.295
H 4.729 -4.079 -1.521
H 4.020 -2.430 0.165
C 2.849 2.913 -2.061
C 1.442 2.699 -2.500
C 0.413 3.575 -2.313
C -0.876 3.139 -2.672
N -1.118 1.992 -3.273
C -0.084 1.174 -3.588
S -0.220 -0.243 -4.450
N 1.165 1.537 -3.120
C -2.073 3.986 -2.356
H 2.959 3.892 -1.602
H 3.533 2.837 -2.908
H 3.105 2.148 -1.326
H 0.572 4.515 -1.807
H 1.894 0.852 -3.274
H -1.794 4.919 -1.871
H -2.742 3.429 -1.699
H -2.623 4.196 -3.273
N 0.480 0.146 2.589
C 0.728 0.941 3.377
C 1.060 1.955 4.336
C 0.110 2.914 4.678
C 0.451 3.912 5.575
C 1.726 3.950 6.121
C 2.669 2.990 5.777
C 2.342 1.988 4.882
H -0.872 2.881 4.228
H -0.278 4.666 5.840
H 1.988 4.734 6.820
H 3.662 3.025 6.204
H 3.065 1.237 4.595

Atomic forces in eV per Å
Ni -0.06 0.07 0.06
O 0.01 -0.05 0.07
C 0.01 0.05 -0.10
C 0.02 0.03 0.02
C 0.03 -0.02 0.00
C -0.03 0.00 0.01
C -0.01 0.02 0.02
C -0.02 -0.07 0.04
C 0.03 0.02 -0.04
N -0.02 0.00 0.06
C 0.01 0.00 0.00
C -0.01 0.04 -0.03
N 0.00 0.01 -0.08
C 0.07 0.01 0.05
C -0.01 -0.05 0.08
C 0.00 0.01 -0.01
C 0.00 0.00 0.00
C 0.00 0.00 0.00
C 0.00 0.00 0.00
C -0.01 0.05 0.01
O 0.05 -0.03 -0.03
H 0.00 0.00 -0.01
H 0.00 0.00 0.00
H 0.00 0.00 0.00
H 0.00 0.00 0.00
H 0.00 0.00 0.01
H 0.00 0.00 0.00
H 0.00 0.00 -0.01
H 0.00 0.00 0.00
H -0.01 -0.02 0.00
H 0.02 0.04 -0.05
H 0.00 0.00 0.00
H 0.00 0.00 0.00
H 0.00 0.00 0.00
H 0.00 0.00 0.00
C 0.00 0.00 0.01
C -0.01 0.03 -0.02
C 0.02 -0.04 0.03
C -0.03 0.03 -0.02
N -0.01 0.03 -0.03
C 0.02 -0.10 0.21
S -0.09 -0.01 -0.10
N 0.00 -0.02 -0.03
C 0.00 -0.01 0.00
H 0.00 0.00 0.00
H 0.00 -0.01 0.00
H 0.00 0.01 0.01
H 0.00 0.00 0.00
H 0.00 0.00 0.00
H 0.00 0.00 0.01
H 0.00 0.00 -0.02
H 0.01 0.00 0.00
N -0.04 0.00 -0.07
C 0.02 -0.02 0.01
C 0.03 -0.01 0.01
C -0.01 0.03 -0.02
C 0.00 0.00 -0.01
C 0.01 -0.01 0.00
C 0.00 0.01 0.02
C 0.00 -0.01 -0.02
H -0.01 0.01 -0.02
H 0.00 0.00 0.00
H 0.00 0.00 0.00
H 0.00 0.00 0.00
H 0.00 0.00 0.00

Computed properties:
Multiplicity: 3
LUMO level (alpha / beta): 0.05 / -0.06 eV
ΔE to the lowest compared entry with this formula, charge and spin: 35.8 kJ/mol
Orbital gap (alpha / beta): 7.40 / 7.30 eV
HOMO level (alpha / beta): -7.35 / -7.36 eV

***

# H6O3

A 3-piece molecular cluster, H6O3 overall at a distorted geometry (ωB97M-V with the def2-TZVPD basis set, the OMol25 dataset).

Element x y z (Å)
O 0.328 -0.600 -1.452
H -0.259 0.076 -2.046
H 0.968 0.058 -0.986
O -1.085 -0.782 0.732
H -0.671 -0.743 -0.154
H -1.710 0.058 0.699
O 1.232 0.614 0.938
H 0.653 1.488 1.225
H 0.544 -0.170 1.045

Atomic forces in eV per Å
O -0.69 4.08 -1.68
H 2.19 -2.52 1.96
H -1.24 -1.40 -0.74
O -2.37 2.63 0.28
H -0.03 -0.41 -0.34
H 1.85 -2.69 0.32
O -3.31 1.60 1.11
H 2.23 -3.57 -1.06
H 1.36 2.29 0.16

Computed properties:
LUMO level: 0.34 eV
ΔE to the lowest compared entry with this formula, charge and spin: 112.7 kJ/mol
Orbital gap: 11.52 eV
HOMO level: -11.17 eV
SMILES: O.O.O

***

# C5H8N2

One molecule with the formula C5H8N2 at a distorted geometry (ωB97M-V with the def2-TZVPD basis set, the OMol25 dataset).

Element x y z (Å)
N 1.121 2.549 0.933
C 1.023 1.416 0.717
C 0.875 -0.028 0.385
N 2.066 -0.600 -0.227
C -0.340 -0.187 -0.523
C -1.637 0.455 -0.127
C -1.514 -1.040 -0.132
H 0.702 -0.561 1.329
H 2.851 -0.552 0.417
H 2.329 -0.052 -1.042
H -0.080 -0.163 -1.580
H -1.663 0.965 0.834
H -2.225 0.940 -0.900
H -2.027 -1.593 -0.913
H -1.481 -1.550 0.828

Atomic forces in eV per Å
N -0.03 -1.08 -0.17
C 0.11 0.99 0.18
C -0.18 0.00 0.09
N 0.12 0.13 0.00
C 0.06 0.05 -0.09
C -0.08 0.17 0.02
C -0.05 -0.20 0.02
H -0.05 0.13 -0.12
H -0.10 -0.04 -0.08
H -0.04 -0.12 0.05
H -0.05 0.02 0.15
H 0.00 -0.11 -0.15
H 0.09 -0.11 0.12
H 0.13 0.07 0.12
H 0.05 0.09 -0.15

Computed properties:
LUMO level: 0.94 eV
ΔE to the lowest compared entry with this formula, charge and spin: 128.4 kJ/mol
Orbital gap: 11.31 eV
HOMO level: -10.36 eV
SMILES: N#C[C@H](N)C1CC1

***

- Which value of ΔE to the lowest compared entry with this formula, charge and spin does entry 6 give?
  128.4 kJ/mol

***

- Among the records above, which one has the lowest ΔE to the lowest compared entry with this formula, charge and spin?
  C2HCl3O2

***

Please write out number 5 again, unchanged.
# H6O3

A 3-piece molecular cluster, H6O3 overall at a distorted geometry (ωB97M-V with the def2-TZVPD basis set, the OMol25 dataset).

Element x y z (Å)
O 0.328 -0.600 -1.452
H -0.259 0.076 -2.046
H 0.968 0.058 -0.986
O -1.085 -0.782 0.732
H -0.671 -0.743 -0.154
H -1.710 0.058 0.699
O 1.232 0.614 0.938
H 0.653 1.488 1.225
H 0.544 -0.170 1.045

Atomic forces in eV per Å
O -0.69 4.08 -1.68
H 2.19 -2.52 1.96
H -1.24 -1.40 -0.74
O -2.37 2.63 0.28
H -0.03 -0.41 -0.34
H 1.85 -2.69 0.32
O -3.31 1.60 1.11
H 2.23 -3.57 -1.06
H 1.36 2.29 0.16

Computed properties:
LUMO level: 0.34 eV
ΔE to the lowest compared entry with this formula, charge and spin: 112.7 kJ/mol
Orbital gap: 11.52 eV
HOMO level: -11.17 eV
SMILES: O.O.O